No. 1
The following is a DFT calculation (wB97M-V/def2-TZVPD) of C3H4N4O in the gas phase in a non-equilibrium geometry.

ORCA input file:
```
! RIJCOSX wB97M-V def2-TZVPD def2/J DEFGRID3
* xyz 0 1
C -1.50 0.12 -1.93
C 1.55 -0.33 1.49
C 0.60 -1.18 0.71
H -2.08 -0.41 -2.78
H -1.81 1.39 -1.74
H -0.22 1.92 0.84
H 2.57 -0.46 2.15
N -0.77 -0.66 -1.12
N -0.24 -0.17 0.05
N 0.26 1.15 0.37
N 1.35 0.93 1.22
O 0.28 -2.31 0.74
*
```

Output
HOMO-LUMO gap: 9.14 eV
lowest unoccupied orbital energy: -0.01 eV



No. 2
The following is a DFT calculation (wB97M-V/def2-TZVPD) of C3H4N4O in the gas phase in a non-equilibrium geometry.

ORCA input file:
```
! RIJCOSX wB97M-V def2-TZVPD def2/J DEFGRID3
* xyz 0 1
C 1.30 0.36 0.09
C -0.32 -1.52 0.03
C -1.13 0.54 -0.03
H 3.19 0.14 -0.07
H 1.32 1.46 0.34
H 0.39 -2.27 0.04
H -2.18 2.09 -0.12
N 2.29 -0.38 -0.19
N 0.02 -0.16 0.09
N -1.57 -1.66 -0.06
N -1.22 1.81 -0.08
O -2.10 -0.41 -0.04
*
```

Output
HOMO-LUMO gap: 10.05 eV
lowest unoccupied orbital energy: 0.78 eV



No. 3
The following is a DFT calculation (wB97M-V/def2-TZVPD) of C3H4N4O as an isolated structure in a non-equilibrium geometry.

ORCA input file:
```
! RIJCOSX wB97M-V def2-TZVPD def2/J DEFGRID3
* xyz 0 1
C 2.50 -0.67 -0.10
C 1.04 -0.15 0.02
C -1.18 -0.53 -0.02
H 2.57 -1.62 -0.71
H 3.20 0.13 -0.43
H 2.86 -0.97 0.90
H -3.04 -0.68 0.02
N 0.13 -1.00 -0.13
N -2.18 -1.28 0.17
N -1.37 0.92 -0.14
N -0.57 1.74 -0.16
O 1.02 1.07 0.33
*
```

Output
HOMO-LUMO gap: 9.46 eV
lowest unoccupied orbital energy: -0.74 eV



No. 4
The following is a DFT calculation (wB97M-V/def2-TZVPD) of C3H4N4O in the gas phase in a non-equilibrium geometry.

ORCA input file:
```
! RIJCOSX wB97M-V def2-TZVPD def2/J DEFGRID3
* xyz 0 1
C -1.40 0.11 0.00
C 0.12 -0.08 0.15
C 0.84 1.10 0.22
H -3.03 -0.97 -0.08
H -1.31 -1.94 0.20
H 0.65 2.15 0.22
H 2.93 0.98 -0.11
N -1.93 -1.14 -0.01
N 2.02 0.51 -0.12
N 2.13 -0.77 -0.21
N 0.90 -1.14 -0.01
O -1.91 1.19 -0.24
*
```

Output
HOMO-LUMO gap: 10.97 eV
lowest unoccupied orbital energy: 0.83 eV



One value per record, in order, for DFT total energy: -11178.6120 -11181.9107 -11180.6637 -11182.0104 eV.
One value per record, in order, for ΔE to the lowest compared entry with this formula, charge and spin: 5.357 2.058 3.305 1.959 eV.
One value per record, in order, for HOMO: -0.3362 -0.3407 -0.3745 -0.3728 Ha.